*A*
Formula: C3H5N3
Source: the Open Molecules 2025 dataset
Level of theory: ωB97M-V/def2-TZVPD

The geometry in XYZ format:
```
11
Properties=species:S:1:pos:R:3:lowdin_charge:R:1
C 1.628 -0.085 -0.188 -0.01
N 0.189 0.091 -0.098 -0.19
C -0.720 -0.688 0.452 -0.11
N -1.872 0.034 0.483 0.00
C -1.619 1.283 -0.194 -0.21
N -0.348 1.262 -0.562 0.01
H 1.943 0.151 -1.207 0.09
H 2.127 0.601 0.503 0.10
H 1.891 -1.114 0.057 0.09
H -0.502 -1.663 0.879 0.14
H -2.717 0.127 -0.127 0.11
```

LUMO level: 0.66 eV
E_HOMO: -8.420 eV
Charge: 0

*B*
Formula: C3H5N3
Source: the Open Molecules 2025 dataset
Level of theory: ωB97M-V/def2-TZVPD

The geometry in XYZ format:
```
11
Properties=species:S:1:pos:R:3:lowdin_charge:R:1
C 1.123 -0.560 -1.129 -0.05
C 0.137 -0.011 -0.096 -0.28
N 0.424 1.006 0.617 -0.04
N -0.540 1.528 1.339 0.01
N -1.913 0.305 1.158 0.10
C -1.375 -0.427 0.271 -0.16
H 1.088 -1.652 -1.155 0.07
H 0.882 -0.194 -2.135 0.07
H 2.173 -0.273 -0.943 0.08
H -0.181 1.583 2.310 0.11
H -1.819 -1.305 -0.237 0.11
```

LUMO level: 0.93 eV
E_HOMO: -9.421 eV
Charge: 0

Relative stability in eV, measured from the most stable structure: *A* 0.718; *B* 0.000

*A*
Formula: C3H5N3
Source: the Open Molecules 2025 dataset
Level of theory: ωB97M-V/def2-TZVPD

The geometry in XYZ format:
```
11
Properties=species:S:1:pos:R:3:lowdin_charge:R:1
N 0.708 1.616 0.987 0.10
C 0.228 0.589 0.181 -0.44
C 0.076 -0.753 0.607 -0.05
C -0.592 -1.365 -0.423 -0.12
N -0.751 -0.434 -1.385 -0.05
N -0.259 0.782 -1.037 0.06
H 1.221 1.278 1.788 0.08
H 1.176 2.378 0.520 0.08
H 0.423 -1.183 1.535 0.09
H -0.987 -2.367 -0.516 0.11
H -1.243 -0.540 -2.257 0.14
```

LUMO level: 1.15 eV
E_HOMO: -8.223 eV
Charge: 0

*B*
Formula: C3H5N3
Source: the Open Molecules 2025 dataset
Level of theory: ωB97M-V/def2-TZVPD

The geometry in XYZ format:
```
11
Properties=species:S:1:pos:R:3:lowdin_charge:R:1
C 0.797 0.036 1.377 -0.04
N 0.661 -0.241 -0.105 -0.15
C -0.440 -0.872 -0.704 -0.08
C -1.111 0.123 -1.336 -0.14
N -0.423 1.307 -1.173 0.01
N 0.626 1.077 -0.508 -0.04
H 0.131 0.870 1.648 0.08
H 0.527 -0.835 1.960 0.07
H 1.815 0.381 1.577 0.08
H -0.586 -1.945 -0.835 0.11
H -2.021 0.130 -1.915 0.09
```

LUMO level: 0.71 eV
E_HOMO: -9.895 eV
Charge: 0

Relative stability in eV, measured from the most stable structure: *A* 0.000; *B* 1.929

*A*
Formula: C8H14
Source: the Open Molecules 2025 dataset
Level of theory: ωB97M-V/def2-TZVPD

The geometry in XYZ format:
```
22
Properties=species:S:1:pos:R:3:lowdin_charge:R:1
C -0.623 0.882 1.572 0.05
C -0.386 1.081 0.264 -0.30
C -1.102 2.191 -0.519 -0.24
C -2.465 1.820 -0.960 -0.14
C 0.282 0.072 -0.683 -0.18
C 0.603 -1.248 -0.071 -0.15
C 1.834 -1.629 0.307 -0.15
C 2.198 -3.095 0.295 -0.12
H 0.194 0.500 2.182 0.06
H -1.496 1.311 2.049 0.06
H -0.523 2.270 -1.463 0.11
H -1.075 3.167 -0.027 0.11
H -2.544 0.908 -1.593 0.08
H -2.983 2.605 -1.517 0.07
H -3.166 1.471 -0.203 0.07
H -0.331 -0.152 -1.553 0.11
H 1.186 0.617 -1.037 0.12
H -0.270 -1.807 0.240 0.11
H 2.626 -0.889 0.266 0.10
H 1.299 -3.688 0.536 0.07
H 2.820 -3.485 1.115 0.07
H 2.475 -3.394 -0.710 0.07
```

LUMO level: 1.13 eV
E_HOMO: -8.707 eV
Charge: 0

*B*
Formula: C8H14
Source: the Open Molecules 2025 dataset
Level of theory: ωB97M-V/def2-TZVPD

The geometry in XYZ format:
```
22
Properties=species:S:1:pos:R:3:lowdin_charge:R:1
C -0.575 1.635 1.404 0.05
C -0.545 0.934 0.271 -0.34
C -1.655 0.064 -0.254 -0.23
C -3.081 0.602 -0.080 -0.10
C 0.646 1.061 -0.652 -0.19
C 1.391 -0.239 -0.809 -0.13
C 1.745 -1.076 0.154 -0.16
C 2.716 -2.201 0.032 -0.11
H 0.286 2.215 1.701 0.06
H -1.425 1.539 2.070 0.06
H -1.454 -0.237 -1.281 0.11
H -1.612 -0.901 0.274 0.12
H -3.210 1.564 -0.574 0.07
H -3.820 -0.046 -0.542 0.07
H -3.214 0.683 0.997 0.06
H 1.330 1.867 -0.336 0.11
H 0.461 1.461 -1.652 0.11
H 1.714 -0.431 -1.833 0.11
H 1.352 -0.868 1.145 0.11
H 3.283 -2.196 -0.903 0.07
H 3.412 -2.230 0.863 0.07
H 2.254 -3.198 0.004 0.07
```

LUMO level: 1.11 eV
E_HOMO: -9.027 eV
Charge: 0

Relative stability in eV, measured from the most stable structure: *A* 1.207; *B* 0.000

*A*
Formula: C8H14
Source: the Open Molecules 2025 dataset
Level of theory: ωB97M-V/def2-TZVPD

The geometry in XYZ format:
```
22
Properties=species:S:1:pos:R:3:lowdin_charge:R:1
C -0.524 -2.866 2.121 -0.12
C -0.892 -1.545 1.469 -0.30
C 0.223 -0.486 1.429 -0.26
C -0.126 0.683 0.531 -0.05
C -0.010 -0.464 -1.572 0.10
C 0.090 0.738 -0.878 -0.34
C 0.620 2.030 -1.342 -0.17
C 0.513 2.655 -2.520 0.02
H 0.354 -3.350 1.631 0.08
H -0.287 -2.669 3.174 0.07
H -1.320 -3.596 2.208 0.06
H -1.360 -1.635 0.499 0.08
H -1.739 -1.146 2.103 0.12
H 0.460 -0.256 2.457 0.10
H 1.042 -1.033 0.958 0.10
H -0.072 1.713 0.969 0.06
H 1.863 1.574 1.334 0.10
H 0.576 -1.382 -1.483 0.08
H -0.877 -0.650 -2.244 0.08
H 1.105 2.567 -0.543 0.05
H 0.806 3.700 -2.711 0.06
H 0.377 2.106 -3.459 0.06
```

LUMO level: -1.89 eV
E_HOMO: -7.074 eV
Charge: 0

*B*
Formula: C8H14
Source: the Open Molecules 2025 dataset
Level of theory: ωB97M-V/def2-TZVPD

The geometry in XYZ format:
```
22
Properties=species:S:1:pos:R:3:lowdin_charge:R:1
C 2.204 -1.122 0.498 -0.13
C 2.648 0.266 -0.050 -0.25
C 1.462 1.289 -0.234 -0.24
C 0.464 0.619 -1.241 -0.01
C -0.963 0.846 -1.184 -0.24
C -3.165 -0.343 0.577 -0.08
C -1.830 -1.136 0.116 0.00
C -0.743 -0.226 -0.133 -0.24
H 1.858 -1.165 1.541 0.07
H 2.928 -1.860 0.119 0.07
H 1.274 -1.406 0.003 0.03
H 2.907 0.100 -1.090 0.09
H 3.416 0.681 0.628 0.10
H 1.771 2.104 -0.859 0.09
H 1.119 1.662 0.748 0.10
H -1.491 0.362 -2.015 0.11
H -1.455 1.737 -0.761 0.11
H -3.155 -0.167 1.671 0.08
H -4.050 -0.928 0.228 0.06
H -3.332 0.662 0.153 0.06
H -1.646 -2.108 0.548 0.07
H -0.221 0.134 0.735 0.12
```

LUMO level: -1.24 eV
E_HOMO: -7.450 eV
Charge: 0

*C*
Formula: C8H14
Source: the Open Molecules 2025 dataset
Level of theory: ωB97M-V/def2-TZVPD

The geometry in XYZ format:
```
22
Properties=species:S:1:pos:R:3:lowdin_charge:R:1
C 0.177 -1.770 -1.386 0.04
C 0.457 -0.601 -0.866 -0.18
C 1.602 0.253 -0.040 -0.16
C 2.245 -0.490 1.075 -0.09
C 0.125 0.599 -0.177 -0.44
C -0.274 1.820 -0.968 -0.02
C -0.931 0.123 0.947 -0.17
C -2.339 -0.153 0.446 -0.10
H 0.896 -2.310 -1.993 0.06
H -0.790 -2.252 -1.265 0.05
H 2.284 0.915 -0.561 0.12
H 1.932 -1.539 1.163 0.08
H 3.332 -0.557 0.965 0.08
H 2.040 -0.044 2.053 0.08
H -1.111 1.604 -1.636 0.08
H -0.550 2.628 -0.284 0.09
H 0.540 2.179 -1.605 0.08
H -0.555 -0.732 1.511 0.11
H -0.940 0.978 1.627 0.10
H -3.022 -0.218 1.299 0.07
H -2.715 0.653 -0.191 0.07
H -2.401 -1.087 -0.116 0.06
```

LUMO level: 1.04 eV
E_HOMO: -8.215 eV
Charge: 0

*D*
Formula: C8H14
Source: the Open Molecules 2025 dataset
Level of theory: ωB97M-V/def2-TZVPD

The geometry in XYZ format:
```
22
Properties=species:S:1:pos:R:3:lowdin_charge:R:1
C 1.040 -3.682 -1.075 0.02
C 0.827 -2.373 -1.195 -0.15
C 0.436 -1.436 -0.123 -0.31
C 0.878 -1.567 1.126 0.05
C -0.551 -0.307 -0.472 -0.15
C -0.084 1.074 -0.031 -0.23
C -1.220 1.979 0.465 -0.26
C -0.619 3.375 0.662 -0.12
H 1.104 -4.216 -2.012 0.05
H 1.274 -4.144 -0.127 0.06
H 0.756 -1.964 -2.200 0.10
H 0.645 -0.791 1.848 0.06
H 1.404 -2.427 1.514 0.06
H -0.712 -0.388 -1.544 0.10
H -1.434 -0.597 0.097 0.12
H 0.388 1.598 -0.866 0.11
H 0.669 1.074 0.751 0.10
H -1.549 1.603 1.424 0.10
H -2.066 1.972 -0.219 0.11
H -1.309 4.206 0.776 0.06
H 0.144 3.441 1.442 0.07
H -0.022 3.571 -0.237 0.06
```

LUMO level: 1.00 eV
E_HOMO: -8.656 eV
Charge: 0

Relative stability in eV, measured from the most stable structure: *A* 6.923; *B* 6.318; *C* 1.206; *D* 0.000